{"formula": "C15H32NO6", "method": "ωB97M-V with the def2-TZVPD basis set", "symbols": ["C", "C", "O", "O", "C", "C", "C", "C", "C", "O", "C", "C", "N", "H", "H", "H", "H", "H", "H", "H", "H", "H", "H", "H", "H", "H", "H", "H", "H", "H", "H", "C", "O", "C", "C", "O", "C", "C", "O", "C", "H", "H", "H", "H", "H", "H", "H", "H", "H", "H", "H", "H", "H", "H"], "coordinates": [[3.55, -1.33, -0.34], [2.24, -0.67, -0.04], [1.62, -0.82, 0.98], [1.82, 0.14, -1.04], [0.67, 0.95, -0.75], [0.90, 2.04, 0.28], [1.90, 3.14, -0.10], [3.33, 2.66, -0.36], [3.68, 2.64, -1.85], [5.07, 2.73, -2.12], [5.94, 2.26, -1.12], [5.68, 2.92, 0.25], [4.36, 3.62, 0.22], [3.46, -1.99, -1.21], [4.33, -0.59, -0.54], [3.84, -1.92, 0.53], [0.35, 1.36, -1.71], [-0.14, 0.30, -0.40], [1.12, 1.61, 1.26], [-0.07, 2.54, 0.39], [1.93, 3.85, 0.73], [1.52, 3.70, -0.96], [3.53, 1.71, 0.12], [3.24, 3.54, -2.30], [3.21, 1.77, -2.32], [5.91, 1.16, -1.04], [6.95, 2.52, -1.45], [6.46, 3.61, 0.57], [5.59, 2.14, 1.01], [4.39, 4.44, -0.40], [4.11, 3.92, 1.16], [-1.33, -1.78, 1.22], [-2.72, -1.55, 1.19], [-3.13, -0.74, 0.11], [-4.50, -1.12, -0.39], [-4.54, -2.32, -1.14], [-4.46, -3.55, -0.44], [-5.70, -3.92, 0.33], [-5.81, -3.16, 1.52], [-7.15, -2.96, 1.94], [-0.78, -0.86, 1.45], [-1.13, -2.51, 2.01], [-0.98, -2.19, 0.27], [-2.42, -0.82, -0.72], [-3.16, 0.31, 0.44], [-4.81, -0.34, -1.10], [-5.22, -1.13, 0.43], [-3.58, -3.58, 0.21], [-4.32, -4.30, -1.21], [-5.65, -4.98, 0.59], [-6.58, -3.76, -0.31], [-7.75, -2.52, 1.13], [-7.13, -2.27, 2.78], [-7.61, -3.90, 2.25]], "fmax_ev_per_a": 0.6, "energy_ev": -29840.706, "gap_ev": 7.4383, "total_charge": 1, "e_above_lowest_kcal_mol": 21.3}



{"formula": "C5H34O13", "method": "ωB97M-V with the def2-TZVPD basis set", "symbols": ["O", "C", "C", "C", "C", "C", "O", "H", "H", "H", "H", "H", "H", "H", "H", "H", "H", "H", "H", "O", "H", "H", "O", "H", "H", "O", "H", "H", "O", "H", "H", "O", "H", "H", "O", "H", "H", "O", "H", "H", "O", "H", "H", "O", "H", "H", "O", "H", "H", "O", "H", "H"], "coordinates": [[1.69, 0.16, -0.14], [0.98, -0.14, -1.35], [-0.39, 0.51, -1.53], [-0.84, 1.46, -0.43], [-2.16, 2.24, -0.64], [-3.10, 1.98, 0.53], [-2.59, 2.53, 1.72], [1.13, 0.09, 0.66], [1.66, 0.19, -2.13], [0.86, -1.22, -1.34], [-1.19, -0.21, -1.74], [-0.40, 1.08, -2.46], [-0.01, 2.14, -0.23], [-0.90, 0.90, 0.51], [-1.92, 3.29, -0.71], [-2.58, 1.78, -1.54], [-3.32, 0.91, 0.63], [-4.11, 2.33, 0.32], [-1.70, 2.17, 1.83], [-2.11, -4.15, 1.44], [-2.97, -3.72, 1.55], [-2.20, -4.43, 0.51], [1.05, 2.23, 3.84], [1.84, 2.15, 3.28], [0.63, 2.96, 3.36], [0.86, 3.03, -2.98], [1.46, 2.66, -2.33], [1.37, 3.42, -3.70], [0.75, -0.26, 2.34], [0.51, -1.17, 2.52], [0.60, 0.50, 2.93], [1.00, -3.27, -1.44], [1.95, -3.11, -1.22], [0.70, -3.23, -0.49], [2.59, 2.76, -0.08], [2.58, 1.90, 0.38], [3.52, 3.02, -0.10], [0.52, -3.33, 1.19], [-0.27, -3.81, 1.50], [1.29, -3.86, 1.43], [-2.85, -3.11, -0.93], [-2.25, -2.54, -0.43], [-2.55, -2.96, -1.84], [0.75, 3.89, 1.48], [1.49, 3.62, 0.88], [0.34, 4.66, 1.07], [-1.06, -2.68, -3.06], [-0.33, -2.74, -2.39], [-0.96, -3.54, -3.48], [3.28, -2.36, -0.30], [3.98, -1.92, -0.79], [2.74, -1.59, -0.05]], "fmax_ev_per_a": 1.7, "energy_ev": -32354.865, "gap_ev": 9.9411, "smiles": "OCCCCCO.O.O.O.O.O.O.O.O.O.O.O", "e_above_lowest_kcal_mol": 39.4}



{"formula": "C4H9NO2", "method": "ωB97M-V with the def2-TZVPD basis set", "symbols": ["C", "C", "N", "C", "O", "H", "H", "H", "H", "H", "C", "O", "H", "H", "H", "H"], "coordinates": [[1.36, -0.81, -1.36], [1.80, 0.35, -0.48], [0.77, 0.71, 0.50], [0.56, 0.02, 1.48], [0.32, -0.60, 2.44], [0.44, -0.56, -1.91], [2.15, -1.04, -2.08], [1.16, -1.71, -0.77], [2.70, 0.10, 0.08], [2.00, 1.25, -1.07], [-2.53, 0.33, 0.65], [-1.80, 1.07, -0.31], [-3.15, 0.99, 1.26], [-3.20, -0.35, 0.11], [-1.96, -0.30, 1.35], [-0.85, 1.12, -0.11]], "fmax_ev_per_a": 0.9, "energy_ev": -9878.340, "gap_ev": 10.4983, "smiles": "CCN=C=O.CO", "e_above_lowest_kcal_mol": 39.7}



{"formula": "C2H2IrO2", "method": "ωB97M-V with the def2-TZVPD basis set", "symbols": ["H", "C", "C", "H", "O", "O", "Ir"], "coordinates": [[0.55, 1.04, -1.30], [0.13, 0.27, -0.65], [0.78, -0.72, -0.01], [1.83, -0.84, -0.27], [-1.18, 0.73, -0.30], [-1.56, 0.53, 1.06], [-0.54, -1.01, 1.47]], "spin_multiplicity": 5, "fmax_ev_per_a": 4.0, "energy_ev": -9022.716, "gap_ev": [8.1324, 7.5543], "total_charge": 1, "e_above_lowest_kcal_mol": 61.5, "s_squared": 6.0179}



{"formula": "C3H6OS", "method": "ωB97M-V with the def2-TZVPD basis set", "symbols": ["C", "C", "O", "C", "S", "H", "H", "H", "H", "H", "H"], "coordinates": [[-1.29, -0.33, 0.29], [-0.12, 0.01, -0.82], [1.11, -0.44, -0.44], [1.75, 0.21, 0.37], [2.93, -0.43, 1.36], [-2.13, 0.54, 0.19], [-1.53, -1.51, -0.08], [-1.11, -0.09, 1.37], [-0.68, -0.42, -1.73], [-0.22, 1.20, -1.05], [1.28, 1.26, 0.54]], "fmax_ev_per_a": 7.3, "energy_ev": -16087.845, "gap_ev": 9.0885, "smiles": "CCOC=S", "e_above_lowest_kcal_mol": 72.5}



{"formula": "C20H11F10N6ORh", "method": "ωB97M-V with the def2-TZVPD basis set", "symbols": ["Rh", "C", "N", "C", "C", "N", "C", "C", "F", "C", "F", "C", "F", "C", "F", "C", "F", "C", "C", "N", "C", "C", "F", "C", "F", "C", "F", "C", "F", "C", "F", "H", "H", "H", "H", "H", "H", "H", "H", "H", "H", "H", "O", "N", "C", "C", "N", "C", "N"], "coordinates": [[-0.11, 0.13, -0.24], [1.86, -0.87, 1.51], [0.50, -1.21, 1.04], [0.50, -2.49, 0.28], [1.19, -2.33, -1.06], [0.93, -0.98, -1.56], [0.63, -0.77, -2.89], [-0.10, 0.36, -3.27], [-0.52, 1.24, -2.30], [-0.42, 0.68, -4.57], [-1.12, 1.77, -4.84], [-0.01, -0.16, -5.59], [-0.31, 0.12, -6.86], [0.73, -1.28, -5.27], [1.16, -2.09, -6.24], [1.04, -1.57, -3.95], [1.81, -2.66, -3.72], [-0.49, -1.18, 2.14], [-0.73, 0.25, 2.60], [-0.58, 1.13, 1.44], [-0.87, 2.48, 1.56], [-0.30, 3.39, 0.66], [0.55, 2.93, -0.28], [-0.50, 4.75, 0.71], [0.10, 5.54, -0.18], [-1.29, 5.29, 1.70], [-1.50, 6.61, 1.76], [-1.86, 4.45, 2.62], [-2.64, 4.94, 3.58], [-1.66, 3.08, 2.55], [-2.28, 2.34, 3.49], [2.21, -1.64, 2.20], [1.82, 0.09, 2.03], [2.53, -0.80, 0.66], [-0.55, -2.75, 0.13], [0.97, -3.28, 0.88], [0.79, -3.11, -1.71], [2.27, -2.50, -0.98], [-0.14, -1.81, 2.97], [-1.41, -1.60, 1.75], [-0.03, 0.55, 3.39], [-1.73, 0.26, 3.04], [-1.64, -0.90, -0.88], [-2.70, -0.79, -0.09], [-3.76, -1.29, -0.63], [-4.98, -1.26, 0.15], [-5.95, -1.26, 0.76], [-3.76, -1.87, -1.95], [-3.74, -2.34, -3.00]], "fmax_ev_per_a": 0.6, "energy_ev": -62082.884, "gap_ev": [6.3842, 6.3861]}